C21H15BrClIN3O3V as an isolated structure. Source: the Open Molecules 2025 dataset; level of theory: ωB97M-V/def2-TZVPD.

Last column: Mulliken charge in e.
Element x y z (Å)
I1 -5.10 1.80 2.73  0.1507
Br1 -6.81 0.01 -1.61  -0.1119
V1 -0.72 0.77 0.42  0.5269
Cl1 -2.84 -2.17 6.13  -0.2190
O1 -1.83 -2.00 -0.22  -0.5065
O2 -0.41 -0.37 -0.92  -0.6300
O3 -2.16 1.25 1.39  -0.6011
N1 0.44 2.18 0.73  -0.0384
N2 -3.31 1.38 -3.24  -0.6190
N3 -0.33 -0.44 1.99  0.6563
C1 -2.39 0.64 -2.63  -0.5149
C2 -1.49 -1.27 3.95  -0.1303
C3 0.92 4.14 1.70  -0.7295
C4 -1.39 -0.42 2.85  0.2446
C5 -0.41 -2.15 4.17  -0.7888
C6 -2.67 -1.16 4.74  0.3630
C7 -2.41 0.50 2.51  1.3429
C8 0.65 -2.17 3.29  -0.9796
C9 -2.70 -0.32 -1.68  0.6459
C10 0.77 2.83 1.95  0.4280
C11 -3.55 0.55 3.25  -0.4145
C12 -4.04 -0.56 -1.36  -0.4313
C13 -3.67 -0.30 4.39  -0.3206
C14 -4.58 1.17 -2.91  -0.2060
C15 0.89 2.11 3.25  -0.9925
C16 0.70 4.37 0.29  -0.7292
C17 0.42 3.19 -0.29  0.6569
C18 0.19 2.85 -1.73  -1.3361
C19 -1.67 -1.04 -0.92  0.4533
C20 -4.99 0.21 -1.99  -0.1107
C21 0.66 -1.30 2.20  -0.6642
H1 1.46 -1.30 1.48  0.5740
H2 0.80 5.31 -0.24  0.4793
H3 0.79 3.53 -2.35  0.4591
H4 -1.36 0.80 -2.93  0.7602
H5 1.36 2.79 3.97  0.4244
H6 -0.85 2.97 -2.05  0.2784
H7 0.53 1.84 -1.98  0.3141
H8 1.48 -2.84 3.43  0.4802
H9 -4.56 -0.25 4.99  0.4585
H10 -0.43 -2.82 5.01  0.4802
H11 -4.31 -1.31 -0.62  0.6075
H12 1.18 4.89 2.43  0.4594
H13 1.53 1.23 3.19  0.2511
H14 -5.32 1.80 -3.40  0.4137
H15 -0.07 1.82 3.67  0.1653

Its expectation value of S² is 0.764. The charge is +1. The calculation puts the electronic energy at -148981.38119 eV. As for the relative energy (zero: lowest compared OMol25 entry of this formula, charge and spin): 67.6 kJ/mol. Its spin multiplicity is 2.


C21H15BrN3O5PmSSe as an isolated structure. Source: the Open Molecules 2025 dataset; level of theory: ωB97M-V/def2-TZVPD.

Last column: Mulliken charge in e.
Element x y z (Å)
Pm1 -0.67 0.92 0.06  1.1270
Br1 3.85 -4.49 3.37  -0.2213
Se1 -0.81 3.12 1.56  0.9760
S1 -3.28 0.05 -0.91  -0.4316
O1 -1.21 3.27 -0.05  -0.5234
O2 -0.82 4.44 2.49  -0.7408
O3 -0.50 -1.12 0.98  -0.4263
O4 0.65 2.29 1.41  -0.5582
O5 -1.79 1.84 2.01  -0.6438
N1 -0.03 1.51 -2.32  -0.2412
N2 -3.51 -0.31 1.72  0.1961
N3 1.55 0.02 -0.68  -0.0726
C1 -3.71 -0.95 2.89  -0.2706
C2 -0.84 2.24 -3.05  0.1157
C3 0.18 -2.79 2.49  -0.6303
C4 3.54 0.95 -1.86  -0.7420
C5 0.45 -1.85 1.48  0.4461
C6 2.18 0.83 -1.69  0.6035
C7 1.85 2.46 -3.48  1.4423
C8 3.26 2.54 -3.65  -0.9274
C9 -4.21 -2.90 1.65  -0.1396
C10 2.80 -2.53 1.60  -0.6816
C11 4.07 1.80 -2.85  -1.0004
C12 2.50 -3.43 2.60  -0.3366
C13 -0.40 3.13 -4.05  -0.8922
C14 -3.97 -2.24 0.48  -0.7133
C15 1.79 -1.73 1.03  0.1980
C16 2.24 -0.84 -0.03  0.4300
C17 0.95 3.23 -4.26  -0.6078
C18 -4.07 -2.26 2.90  -0.6646
C19 1.18 -3.56 3.04  -0.3658
C20 -3.60 -0.88 0.50  0.4517
C21 1.31 1.61 -2.51  0.2441
H1 -3.18 0.67 1.76  0.3150
H2 -1.11 3.71 -4.61  0.4007
H3 4.23 0.41 -1.23  0.2914
H4 -4.24 -2.76 3.83  0.4441
H5 3.30 -0.96 -0.25  0.1249
H6 0.94 -4.26 3.83  0.4227
H7 -4.49 -3.94 1.61  0.3907
H8 -0.85 -2.88 2.83  0.4095
H9 -1.90 2.14 -2.83  0.3119
H10 1.33 3.90 -5.01  0.4180
H11 3.82 -2.43 1.25  0.4362
H12 -4.05 -2.73 -0.48  0.4096
H13 5.15 1.87 -2.96  0.3830
H14 -3.55 -0.34 3.77  0.4376
H15 3.67 3.21 -4.40  0.4054

Its expectation value of S² is 6.004. The calculation puts the electronic energy at -199508.96930 eV. As for the relative energy (zero: lowest compared OMol25 entry of this formula, charge and spin): 0.0 kJ/mol. Its spin multiplicity is 5.


C21H15BrN4O3S2 in the gas phase. Source: the Open Molecules 2025 dataset; level of theory: ωB97M-V/def2-TZVPD.

Last column: Mulliken charge in e.
Element x y z (Å)
Br1 -6.36 1.50 4.26  -0.1648
S1 4.53 3.27 -2.88  0.0134
S2 6.46 5.36 -4.02  -0.3131
O1 2.52 -2.19 -0.34  -0.4502
O2 1.70 5.78 -3.60  -0.6136
O3 -3.23 -2.51 -0.39  -0.6205
N1 -0.43 -3.25 3.00  -0.6245
N2 0.81 -3.03 2.88  -0.5380
N3 3.87 5.60 -3.89  -0.0822
N4 -0.96 -3.29 1.73  0.7934
C1 4.95 4.77 -3.68  0.2150
C2 -5.36 0.27 1.87  -0.1839
C3 2.82 3.78 -2.89  0.3458
C4 2.24 -0.92 -0.81  0.1926
C5 -2.31 -3.71 1.42  -1.2514
C6 0.03 -3.07 0.83  0.2497
C7 1.14 -2.91 1.56  0.0128
C8 2.84 -0.57 -2.02  -0.3416
C9 -3.79 -1.55 1.68  0.5844
C10 2.47 -2.50 1.07  -0.9009
C11 1.44 0.07 -0.20  0.1130
C12 1.92 1.65 -1.95  0.7053
C13 -4.66 -0.60 1.07  -0.6993
C14 1.76 3.02 -2.44  -0.7150
C15 2.71 0.69 -2.59  -0.7318
C16 1.24 1.33 -0.75  -1.1288
C17 -3.11 -2.56 0.83  0.9474
C18 2.68 5.10 -3.46  0.0302
C19 -4.41 -0.63 3.84  -0.5927
C20 -3.69 -1.56 3.10  -0.3461
C21 -5.26 0.28 3.25  -0.1078
H1 0.79 3.48 -2.41  0.4511
H2 3.94 6.55 -4.23  0.2372
H3 0.57 1.98 -0.23  0.4457
H4 -6.07 1.01 1.44  0.3299
H5 2.80 -1.62 1.62  0.4686
H6 3.38 -1.39 -2.51  0.4136
H7 -4.79 -0.55 -0.01  0.4352
H8 -3.05 -2.23 3.68  0.3006
H9 -2.79 -4.12 2.32  0.4760
H10 3.16 -3.32 1.29  0.3782
H11 -4.33 -0.58 4.92  0.3987
H12 0.90 -0.21 0.71  0.3916
H13 -2.23 -4.49 0.68  0.4007
H14 -0.06 -3.01 -0.25  0.4590
H15 3.22 0.86 -3.52  0.6170

The SMILES is O=C1NC(=S)S/C1=C\c1ccc(OCc2cn(CC(=O)c3ccc(Br)cc3)nn2)cc1. The calculation puts the electronic energy at -125834.65114 eV.


A 2-piece molecular cluster, C21H15Cl2N2O2 overall. Source: the Open Molecules 2025 dataset; level of theory: ωB97M-V/def2-TZVPD.

Last column: Mulliken charge in e.
Element x y z (Å)
Cl1 1.30 1.31 6.80  -0.1127
Cl2 3.08 -0.75 2.98  -0.1439
O1 1.56 0.78 -4.96  -0.6580
O2 -2.66 -0.20 -1.84  -0.6858
N1 -0.26 -0.49 3.11  0.2334
N2 -1.23 -1.08 2.37  -0.5147
C1 4.11 1.01 5.18  -0.9301
C2 0.60 0.58 -4.23  0.6360
C3 -0.77 0.93 -4.69  0.1808
C4 2.76 0.24 4.56  0.2665
C5 -1.87 0.65 -3.88  0.2098
C6 0.78 0.00 -2.89  0.1740
C7 -0.32 -0.24 -2.07  0.2775
C8 2.26 -0.82 -1.15  -0.6274
C9 1.16 -1.04 -0.32  -0.2578
C10 -0.95 1.54 -5.93  -0.5285
C11 2.07 -0.30 -2.44  -0.6191
C12 -3.34 1.55 -5.58  -0.4795
C13 -2.11 -2.11 4.68  -0.2500
C14 -2.20 -1.95 3.06  -0.1742
C15 -3.16 0.95 -4.34  -0.5216
C16 0.09 -0.49 4.57  0.6057
C17 -2.23 1.86 -6.37  -0.4736
C18 -0.93 -1.38 5.55  -0.2686
C19 -0.13 -0.75 -0.78  -0.9112
C20 1.40 0.31 5.21  -0.1785
C21 -1.69 0.05 -2.54  0.5157
H1 -2.37 2.34 -7.34  0.3983
H2 -2.90 -2.81 5.21  0.3185
H3 1.31 -1.43 0.68  0.6424
H4 3.26 -1.05 -0.80  0.3902
H5 5.05 0.44 4.76  0.3338
H6 4.17 2.12 4.83  0.2864
H7 0.40 0.12 2.53  0.3930
H8 -0.80 -1.46 6.71  0.3725
H9 -0.98 -0.93 -0.12  0.5844
H10 -0.09 1.78 -6.56  0.4583
H11 -4.03 0.72 -3.72  0.4430
H12 -4.34 1.79 -5.93  0.3957
H13 -3.04 -2.50 2.42  0.3920
H14 2.93 -0.13 -3.08  0.4767
H15 4.09 0.85 6.34  0.3505

The charge is +1. The calculation puts the electronic energy at -54125.42112 eV.


C21H15Cl3HfNO2S4 as an isolated structure. Source: the Open Molecules 2025 dataset; level of theory: ωB97M-V/def2-TZVPD.

Last column: Mulliken charge in e.
Element x y z (Å)
Hf1 -0.07 1.31 0.36  -0.0814
Cl1 -0.93 5.48 -2.57  -0.1034
Cl2 1.65 5.58 -1.27  -0.0847
Cl3 1.15 3.57 -3.29  -0.1060
S1 -2.64 0.76 0.28  -0.2691
S2 -0.07 -1.18 1.17  -0.2333
S3 0.84 1.78 2.62  -0.3610
S4 2.43 1.07 -0.33  -0.0555
O1 0.34 3.50 0.21  -0.5283
O2 -0.93 2.64 -1.31  -0.5148
N1 -0.21 0.07 -1.59  0.6218
C1 4.42 -1.11 2.42  -0.7176
C2 3.98 -0.52 1.24  -0.5417
C3 -2.85 -0.75 1.17  0.0425
C4 -0.33 -0.72 -4.22  -0.5474
C5 -3.32 -3.08 2.55  -0.6051
C6 -1.49 -0.41 -3.53  -0.9842
C7 0.91 -0.30 -2.23  0.7569
C8 0.44 4.54 -1.98  0.7403
C9 3.76 -0.82 3.61  -0.6711
C10 -4.15 -1.10 1.51  -0.5299
C11 -2.69 0.28 -1.47  -1.1272
C12 2.69 0.05 3.62  -0.5711
C13 2.89 0.34 1.26  0.7092
C14 -4.39 -2.27 2.20  -0.6361
C15 2.17 -0.39 -1.41  -0.8746
C16 -1.75 -1.55 1.52  1.0074
C17 2.22 0.65 2.45  0.6507
C18 -1.41 -0.02 -2.20  0.7333
C19 0.89 -0.68 -3.56  -1.0775
C20 -0.10 3.53 -0.96  0.5870
C21 -2.02 -2.73 2.22  -0.7391
H1 2.18 0.27 4.55  0.4590
H2 4.10 -1.27 4.53  0.3976
H3 -3.33 -0.60 -1.50  0.6941
H4 1.81 -0.95 -4.06  0.4889
H5 5.27 -1.78 2.40  0.4115
H6 -3.49 -4.00 3.09  0.3860
H7 -0.38 -1.01 -5.26  0.4558
H8 4.51 -0.72 0.32  0.3999
H9 -1.20 -3.37 2.51  0.4800
H10 -5.40 -2.55 2.47  0.4004
H11 -3.21 1.08 -1.99  0.5216
H12 3.04 -0.50 -2.05  0.5602
H13 -2.46 -0.46 -4.01  0.5336
H14 -4.97 -0.44 1.25  0.4522
H15 2.09 -1.25 -0.74  0.4702

The charge is +1. The calculation puts the electronic energy at -109819.40449 eV. As for the relative energy (zero: lowest compared OMol25 entry of this formula, charge and spin): 65.9 kJ/mol.


C21H15Cl5O2Ru as an isolated structure. Source: the Open Molecules 2025 dataset; level of theory: ωB97M-V/def2-TZVPD.

Last column: Mulliken charge in e.
Element x y z (Å)
Ru1 -0.22 -0.01 -0.27  0.0396
Cl1 0.07 3.62 -1.10  -0.2176
Cl2 -1.44 -0.19 2.43  -0.1655
Cl3 -2.72 1.99 4.22  -0.1616
Cl4 -2.56 5.00 3.36  -0.1539
Cl5 -1.14 5.75 0.71  -0.1614
O1 -2.22 -0.10 -0.65  -0.4092
O2 -0.45 -2.01 0.38  -0.5359
C1 0.21 -2.96 -2.63  -1.5725
C2 -1.41 1.49 1.92  1.7103
C3 0.75 -1.66 -2.13  1.3728
C4 -0.78 1.77 0.72  -1.2406
C5 -3.94 -3.14 0.32  -0.9503
C6 1.69 0.82 -1.11  -0.9525
C7 -1.37 -4.08 0.84  -0.7438
C8 -0.70 3.11 0.37  1.1114
C9 -4.51 -0.37 -0.34  -1.8669
C10 0.78 0.78 -2.18  -0.5335
C11 -1.24 4.11 1.18  -0.2054
C12 1.65 -1.60 -1.06  -0.5391
C13 2.10 -0.39 -0.53  -0.2229
C14 -3.75 -4.45 0.68  -0.8594
C15 -1.88 3.78 2.37  0.5255
C16 -1.53 -2.72 0.45  0.4930
C17 0.32 -0.45 -2.68  -0.2075
C18 -2.86 -2.25 0.18  0.8717
C19 -2.45 -4.92 0.94  -0.5602
C20 -3.11 -0.90 -0.26  0.9972
C21 -1.96 2.45 2.75  -0.3252
H1 -4.47 0.71 -0.47  0.3863
H2 -0.37 -4.42 1.04  0.4819
H3 -0.81 -3.10 -2.27  0.2303
H4 2.78 -0.39 0.31  0.4866
H5 1.97 -2.52 -0.59  0.3751
H6 2.05 1.76 -0.73  0.5442
H7 -5.07 -0.61 0.57  0.4631
H8 -0.43 -0.45 -3.46  0.5029
H9 -2.30 -5.95 1.24  0.4280
H10 -4.94 -2.79 0.12  0.4402
H11 -5.03 -0.81 -1.19  0.4247
H12 -4.60 -5.11 0.77  0.4151
H13 0.42 1.70 -2.61  0.4338
H14 0.81 -3.80 -2.26  0.4090
H15 0.19 -3.00 -3.72  0.4423

Its expectation value of S² is 0.763. The charge is +1. The calculation puts the electronic energy at -91302.06399 eV. As for the relative energy (zero: lowest compared OMol25 entry of this formula, charge and spin): 127.4 kJ/mol. Its spin multiplicity is 2.


Question: What is the electronic energy in the fifth record?
Answer: -109819.40449 eV